(1)
Computed, not measured: 3 unconnected molecules or ions with the total composition C5H13NO2 at a distorted geometry, with ωB97M-V/def2-TZVPD.

Kohn-Sham gap   8.99 eV
Energy relative to the best compared isomer or geometry (same formula, charge and spin)   106.2 kcal per mole
SMILES   C=C(N)/C=C/C.O.O
LUMO   0.59 eV

Cartesian coordinates (Å):
C  1.67  -1.04  -1.95
C  1.59  -1.00  -0.59
N  1.51  -2.21  0.27
C  1.50  0.24  0.23
C  0.57  1.08  -0.15
C  0.01  2.09  0.77
H  1.63  -1.75  -2.78
H  1.60  -0.29  -2.64
H  2.33  -2.26  0.84
H  1.55  -3.00  -0.32
H  2.37  0.32  0.88
H  0.11  1.21  -1.05
H  0.68  2.60  1.49
H  -0.64  1.47  1.40
H  -0.68  2.68  0.29
O  -3.58  0.75  -1.05
H  -3.52  1.71  -1.23
H  -4.31  0.57  -1.73
O  -1.74  -1.21  2.63
H  -1.78  -0.91  1.82
H  -0.86  -1.03  2.88



(2)
Computed, not measured: a molecular structure, C23H18Br2CrN6S2, with ωB97M-V/def2-TZVPD.

Kohn-Sham gap (alpha / beta)   6.82 / 6.73 eV
Energy relative to the best compared isomer or geometry (same formula, charge and spin)   0.0 kcal per mole
Net charge   +2
Expectation value of S²   6.01
LUMO (alpha / beta)   -5.99 / -6.13 eV
Multiplicity   5

Cartesian coordinates (Å):
Cr  -0.08  0.36  1.47
Br  0.37  2.92  2.94
C  -0.74  2.31  4.40
Br  -1.39  0.51  4.05
H  -1.60  2.97  4.48
H  -0.15  2.28  5.30
N  0.25  -3.84  1.40
C  -0.99  -3.96  0.79
C  -1.70  -5.06  0.34
C  -2.93  -4.81  -0.23
C  -3.43  -3.50  -0.34
C  -2.73  -2.41  0.11
C  -1.48  -2.65  0.69
N  -0.55  -1.78  1.24
C  0.46  -2.53  1.64
C  1.63  -1.92  2.25
C  2.76  -2.48  2.77
S  3.81  -1.27  3.34
C  2.69  -0.08  2.90
N  1.60  -0.54  2.34
H  0.88  -4.59  1.61
H  -1.31  -6.07  0.42
H  -3.52  -5.64  -0.60
H  -4.40  -3.36  -0.79
H  -3.12  -1.41  0.02
H  3.03  -3.52  2.83
H  2.86  0.98  3.06
N  0.62  2.24  -2.31
C  1.95  2.17  -2.78
C  2.25  2.62  -4.06
C  3.55  2.55  -4.54
C  4.55  2.03  -3.75
C  4.26  1.57  -2.47
C  2.96  1.65  -1.99
S  2.63  1.10  -0.34
N  0.93  1.18  -0.25
C  0.18  1.72  -1.15
C  -1.28  1.76  -0.85
C  -2.22  2.33  -1.69
C  -3.56  2.33  -1.31
C  -3.92  1.76  -0.11
C  -2.92  1.21  0.68
N  -1.64  1.20  0.32
H  -0.06  2.61  -2.96
H  1.45  3.02  -4.68
H  3.77  2.91  -5.54
H  5.57  1.97  -4.12
H  5.04  1.16  -1.84
H  -1.95  2.78  -2.63
H  -4.30  2.77  -1.96
H  -4.95  1.74  0.23
H  -3.15  0.75  1.63



- Among the records above, which one has the lowest energy relative to the best compared isomer or geometry (same formula, charge and spin)?
  C23H18Br2CrN6S2